The following is a DFT calculation (ωB97M-V/def2-TZVPD) of an isolated ion of composition C7H9O2S and charge -1 in a non-equilibrium geometry.

Atoms and positions in Å:
C 1.53057 0.50811 -0.01597
C 0.45818 1.30481 -0.04736
C 1.59020 -0.93720 -0.07818
C -1.05321 -0.61241 -0.01266
C 2.90156 1.17002 0.21880
C -2.03514 -0.71544 -1.20486
C -1.91655 -0.40685 1.17670
O -0.17604 2.31797 -0.22633
O 2.61045 -1.56147 -0.23438
S 0.09573 -1.87585 0.02533
H 2.61258 1.91301 1.07189
H 3.15926 1.70842 -0.69945
H 3.63090 0.37895 0.32546
H -1.52814 -0.75590 -2.26318
H -2.63800 0.20795 -1.46694
H -2.58264 -1.66212 -1.29412
H -2.42058 0.52280 1.13709
H -1.51464 -0.38228 2.21831
H -2.72452 -1.12253 1.36983

Values from the calculation:
LUMO energy = 3.6410 eV
ΔE to the lowest compared entry with this formula, charge and spin = 2.546 eV
charge = -1
HOMO-LUMO gap = 0.2439 Ha
HOMO = -3.00 eV
total energy = -820.759860 a.u.

=====

The following is a DFT calculation (ωB97M-V/def2-TZVPD) of C23H43BCl2F4N3O4SiV as an isolated structure in a non-equilibrium geometry.

Atoms and positions in Å:
C -1.52315 -0.51594 -3.26095
C -1.07375 -1.82319 -2.70033
H -1.14004 -0.34662 -4.27635
H -1.16843 0.30274 -2.60672
H -2.62593 -0.44548 -3.29809
C -0.54590 -2.82770 -3.42424
C -0.42940 -2.86632 -4.90953
H -0.21903 -3.73430 -2.91822
H -0.65265 -1.91178 -5.40240
H -1.10361 -3.62895 -5.33123
H 0.58837 -3.16731 -5.19654
V 0.28371 0.09806 0.60874
Cl -0.74243 1.70944 -0.71738
C -0.16428 -2.39005 2.22696
O 0.70720 -1.55285 1.87710
N 0.05594 -3.39006 3.07818
C 1.36529 -3.63020 3.67128
C -1.01385 -4.31495 3.43622
H -1.20649 -2.33195 1.85274
H 2.01837 -2.77536 3.48485
H 1.78746 -4.55291 3.24163
H 1.24425 -3.78645 4.75063
H -1.92385 -4.02996 2.89883
H -1.19983 -4.28147 4.51904
H -0.72787 -5.33834 3.15444
H 0.92798 3.03619 5.25993
H -1.32168 4.16229 4.67534
C 1.23689 3.10784 4.21254
C -0.88712 4.30130 3.68023
N 0.05712 3.24119 3.36103
H 1.79202 2.21628 3.92664
C -0.12093 2.49732 2.28003
O 0.62536 1.51060 1.97968
H -1.68270 4.28469 2.93402
H -0.95856 2.77974 1.62682
H 1.84871 4.01543 4.11151
H -0.38411 5.27490 3.66702
H 1.34936 -0.28732 -3.05581
H 2.36447 -2.79437 -2.90593
C 2.22799 0.00955 -2.46761
C 3.18552 -2.28612 -2.37573
N 2.68405 -1.12132 -1.65666
H 1.96098 0.83496 -1.80293
C 2.76221 -1.02218 -0.33312
O 2.25639 -0.04070 0.29953
H 3.63242 -2.98069 -1.65213
H 3.27939 -1.83748 0.20083
H 3.03286 0.30801 -3.15101
H 3.94088 -1.97417 -3.11020
O -0.23025 -1.18828 -0.58133
C -1.24365 -1.94498 -1.19830
C 0.04266 -3.96888 -0.44634
C -1.19273 -3.37217 -0.66469
H 0.93887 -3.38951 -0.67068
C 0.12042 -5.28448 0.01481
H -2.21543 -1.48708 -0.95200
C -2.36944 -4.08753 -0.44447
H 1.10072 -5.73283 0.17705
C -1.05780 -6.00793 0.22196
C -2.29535 -5.41071 -0.01569
H -3.32388 -3.59849 -0.64774
H -0.99623 -7.04702 0.56170
H -3.21868 -5.98664 0.11170
Si -0.41277 6.49765 -2.63717
Cl -0.69079 5.62725 -4.49908
C 1.42404 6.41299 -2.29097
C -1.46836 5.50421 -1.45968
C -0.97438 8.28554 -2.74475
H 1.78304 5.37654 -2.34356
H 1.64613 6.81085 -1.29173
H 1.98041 7.00665 -3.02989
H -0.37567 8.84226 -3.47856
H -0.86600 8.78079 -1.76972
H -2.02814 8.34983 -3.04703
H -1.17761 4.44389 -1.44975
H -2.52379 5.56837 -1.76197
H -1.37840 5.89799 -0.43762
F -1.38459 -0.00302 3.21479
B -0.68283 -0.11938 4.47851
F 0.72516 -0.12097 4.24638
F -1.02537 0.98474 5.28313
F -1.02895 -1.34371 5.09007

Values from the calculation:
LUMO energy (spin up / spin down) = 0.0971 / 0.2860 eV
spin multiplicity = 3
ΔE to the lowest compared entry with this formula, charge and spin = 0.000 eV
HOMO-LUMO gap (spin up / spin down) = 0.3191 / 0.3360 Ha
HOMO (spin up / spin down) = -8.59 / -8.86 eV
total energy = -3946.064398 a.u.

=====

Number 1: molar mass 157.21 g/mol. Number 2: molar mass 662.35 g/mol.